2 unconnected molecules or ions with the total composition C5H11O2 at a distorted geometry, computed with wB97M-V/def2-TZVPD.

Element x y z (Å)
C1 2.966 -1.197 -1.586
C2 1.441 -1.230 -1.134
O1 0.657 -1.933 -1.795
O2 1.211 -0.419 -0.202
H1 3.337 -0.271 -1.132
H2 2.994 -1.240 -2.672
H3 3.531 -1.952 -1.034
C3 -1.160 1.076 1.390
C4 -1.066 1.545 -0.027
C5 -2.083 -0.159 1.477
H4 -0.137 0.674 1.555
H5 -1.499 1.782 2.156
H6 -2.078 1.762 -0.409
H7 -0.912 0.714 -0.727
H8 -1.619 -0.928 0.842
H9 -2.128 -0.504 2.513
H10 -0.345 2.288 -0.335
H11 -3.110 -0.007 1.120

The HOMO energy is -0.1459 hartree. As for the relative energy (zero: lowest compared OMol25 entry of this formula, charge and spin): 0.5451 eV. Its total charge is -1. The calculated total energy is -9459.484 eV.

Atomic partial charges in e from the Mulliken method, atoms 1 to 2:
1 C -0.932
2 C 0.562